{"formula": "C19H32N2O5", "method": "ωB97M-V/def2-TZVPD", "total_energy_ev": -33439.4489, "relative_energy_kcal_mol": 86.2, "homo_lumo_gap_ev": 10.16, "max_force_ev_per_a": 0.11, "symbols": ["C", "C", "O", "C", "C", "C", "C", "C", "O", "N", "C", "C", "C", "C", "O", "N", "C", "C", "C", "O", "C", "C", "C", "C", "C", "O", "H", "H", "H", "H", "H", "H", "H", "H", "H", "H", "H", "H", "H", "H", "H", "H", "H", "H", "H", "H", "H", "H", "H", "H", "H", "H", "H", "H", "H", "H", "H", "H"], "xyz": [[-2.73, 2.61, 0.93], [-3.79, 3.32, 0.11], [-3.34, 4.53, -0.48], [-2.56, 4.41, -1.63], [-2.73, 5.54, -2.65], [-1.20, 5.49, -2.89], [-1.04, 4.76, -1.55], [-0.08, 3.59, -1.51], [0.16, 2.93, -2.51], [0.42, 3.30, -0.29], [1.20, 2.12, 0.03], [0.76, 0.83, -0.68], [0.89, -0.31, 0.38], [-0.50, -0.86, 0.68], [-1.12, -0.60, 1.69], [-1.00, -1.64, -0.32], [-2.37, -2.08, -0.36], [-3.41, -1.01, -0.60], [-3.03, -0.03, -1.70], [-2.41, -0.72, -2.77], [-2.01, 0.19, -3.79], [-2.57, -3.44, -0.94], [-2.72, -3.22, 0.54], [1.53, 0.35, 1.61], [1.06, 1.79, 1.52], [1.71, 2.72, 2.37], [-3.14, 1.73, 1.43], [-1.90, 2.28, 0.30], [-2.33, 3.28, 1.69], [-4.18, 2.66, -0.67], [-4.63, 3.60, 0.75], [-2.68, 3.42, -2.09], [-3.40, 5.37, -3.49], [-3.02, 6.45, -2.13], [-0.93, 4.83, -3.71], [-0.68, 6.44, -3.00], [-0.88, 5.45, -0.72], [0.21, 3.92, 0.48], [2.26, 2.31, -0.19], [-0.27, 0.93, -1.01], [1.35, 0.64, -1.57], [1.50, -1.12, 0.00], [-0.52, -1.63, -1.21], [-4.35, -1.51, -0.85], [-3.57, -0.44, 0.32], [-3.92, 0.50, -2.06], [-2.34, 0.72, -1.31], [-1.52, -0.40, -4.57], [-2.88, 0.70, -4.22], [-1.31, 0.94, -3.40], [-3.45, -3.60, -1.54], [-1.69, -3.97, -1.28], [-1.95, -3.60, 1.19], [-3.72, -3.23, 0.96], [1.22, -0.13, 2.54], [2.62, 0.31, 1.53], [0.00, 1.83, 1.79], [2.66, 2.66, 2.23]], "lowdin_charge": [-0.07, -0.24, -0.09, -0.30, -0.09, -0.11, -0.15, -0.45, 0.05, 0.12, -0.23, -0.07, -0.19, -0.44, 0.08, 0.14, -0.45, -0.08, -0.23, -0.18, -0.09, -0.06, -0.06, -0.08, -0.35, 0.00, 0.08, 0.04, 0.09, 0.11, 0.12, 0.15, 0.11, 0.12, 0.11, 0.11, 0.15, 0.14, 0.16, 0.09, 0.12, 0.14, 0.15, 0.12, 0.11, 0.12, 0.09, 0.09, 0.09, 0.07, 0.11, 0.10, 0.11, 0.11, 0.13, 0.13, 0.15, 0.10]}

***

{"formula": "C19H32N4O4", "method": "ωB97M-V/def2-TZVPD", "total_energy_ev": -34375.0220, "relative_energy_kcal_mol": 3.4, "homo_lumo_gap_ev": 9.77, "max_force_ev_per_a": 1.01, "symbols": ["C", "H", "H", "H", "C", "N", "C", "O", "C", "C", "N", "C", "N", "H", "H", "C", "O", "N", "H", "C", "C", "O", "O", "C", "C", "H", "H", "H", "C", "H", "H", "H", "C", "H", "H", "H", "H", "C", "H", "C", "C", "H", "H", "H", "C", "H", "H", "H", "H", "H", "C", "H", "C", "H", "H", "H", "H", "H", "H"], "xyz": [[-6.72, -1.15, -1.38], [-6.71, -2.15, -0.95], [-7.34, -1.17, -2.27], [-7.17, -0.47, -0.67], [-5.31, -0.68, -1.73], [-4.45, -0.65, -0.57], [-4.43, 0.49, 0.16], [-5.14, 1.45, -0.09], [-3.54, 0.55, 1.35], [-2.17, 0.64, 1.54], [-1.90, 0.85, 2.86], [-3.05, 0.91, 3.46], [-4.08, 0.73, 2.59], [-5.07, 0.78, 2.79], [-3.19, 1.06, 4.51], [-1.09, 0.61, 0.54], [-1.28, 0.48, -0.66], [0.13, 0.76, 1.09], [0.19, 0.80, 2.10], [1.34, 0.75, 0.33], [2.32, -0.25, 0.94], [2.31, -0.55, 2.11], [3.16, -0.69, 0.02], [4.26, -1.59, 0.35], [3.71, -2.91, 0.90], [4.53, -3.60, 1.05], [3.21, -2.74, 1.84], [3.01, -3.34, 0.19], [5.19, -0.92, 1.36], [4.68, -0.75, 2.30], [5.53, 0.04, 0.97], [6.06, -1.55, 1.53], [4.97, -1.81, -0.98], [4.28, -2.25, -1.70], [5.32, -0.86, -1.38], [5.82, -2.47, -0.85], [1.08, 0.43, -0.69], [2.01, 2.14, 0.29], [3.01, 2.09, 0.73], [2.11, 2.72, -1.13], [3.19, 2.00, -1.94], [4.17, 2.18, -1.50], [3.01, 0.93, -1.95], [3.20, 2.36, -2.96], [2.42, 4.22, -1.06], [2.51, 4.63, -2.06], [1.63, 4.75, -0.53], [3.36, 4.39, -0.53], [1.14, 2.59, -1.62], [1.41, 2.81, 0.91], [-3.77, -1.87, -0.20], [-4.51, -2.68, -0.14], [-2.66, -2.25, -1.18], [-3.07, -2.56, -2.14], [-2.00, -1.40, -1.34], [-2.08, -3.08, -0.77], [-3.33, -1.74, 0.79], [-4.87, -1.34, -2.48], [-5.36, 0.33, -2.13]], "lowdin_charge": [-0.07, 0.07, 0.07, 0.07, -0.19, -0.06, -0.41, 0.07, -0.10, -0.15, 0.12, -0.17, 0.14, 0.17, 0.12, -0.41, 0.05, 0.12, 0.13, -0.19, -0.44, 0.12, 0.03, -0.56, -0.02, 0.09, 0.08, 0.09, -0.02, 0.08, 0.09, 0.09, -0.02, 0.09, 0.08, 0.09, 0.15, -0.10, 0.13, -0.43, -0.07, 0.08, 0.06, 0.08, -0.08, 0.08, 0.08, 0.08, 0.14, 0.12, -0.19, 0.12, -0.07, 0.06, 0.05, 0.08, 0.12, 0.11, 0.12]}

***

{"formula": "C19H32N4O4", "method": "ωB97M-V/def2-TZVPD", "total_energy_ev": -34372.4117, "relative_energy_kcal_mol": 63.6, "homo_lumo_gap_ev": 8.26, "max_force_ev_per_a": 0.70, "symbols": ["C", "C", "H", "H", "C", "N", "C", "C", "C", "H", "H", "H", "H", "H", "H", "H", "C", "H", "H", "C", "N", "C", "C", "N", "C", "H", "H", "C", "N", "C", "O", "O", "C", "C", "H", "H", "H", "H", "H", "C", "H", "C", "H", "H", "H", "H", "H", "C", "O", "C", "O", "H", "H", "H", "H", "H", "H", "H", "H"], "xyz": [[-1.16, 1.74, 2.58], [-2.36, 1.44, 1.70], [-2.11, 1.64, 0.65], [-3.18, 2.11, 1.98], [-2.80, -0.02, 1.82], [-3.52, -0.48, 0.64], [-4.82, 0.13, 0.47], [-5.33, 0.02, -0.97], [-6.58, 0.86, -1.17], [-7.37, 0.54, -0.49], [-6.94, 0.76, -2.19], [-6.38, 1.91, -0.98], [-4.54, 0.36, -1.64], [-5.55, -1.02, -1.21], [-5.56, -0.30, 1.16], [-4.72, 1.19, 0.71], [-3.53, -1.93, 0.49], [-3.13, -2.42, 1.39], [-4.55, -2.30, 0.35], [-2.68, -2.34, -0.73], [-1.30, -1.94, -0.57], [-0.93, -0.69, -0.92], [0.14, 0.16, -0.64], [1.25, 0.12, 0.12], [1.89, -1.13, 0.49], [1.16, -1.94, 0.52], [2.34, -1.01, 1.48], [3.00, -1.47, -0.53], [3.92, -0.36, -0.63], [5.17, -0.48, -0.11], [5.61, -1.52, 0.31], [5.85, 0.68, -0.15], [7.21, 0.62, 0.27], [8.12, 0.12, -0.85], [8.01, 0.75, -1.73], [9.15, 0.15, -0.52], [7.86, -0.90, -1.11], [7.29, -0.04, 1.14], [7.46, 1.64, 0.55], [3.29, 0.90, -0.98], [4.04, 1.68, -0.99], [2.19, 1.22, 0.03], [1.65, 2.12, -0.28], [2.63, 1.38, 1.02], [2.85, 0.80, -1.98], [3.56, -2.35, -0.21], [2.54, -1.65, -1.51], [-0.44, 1.24, -1.45], [-0.16, 2.41, -1.64], [-1.54, 0.28, -1.85], [-2.46, 0.26, -2.63], [-0.84, -2.35, 0.24], [-3.07, -1.85, -1.62], [-2.72, -3.43, -0.86], [-1.90, -0.63, 1.92], [-3.40, -0.15, 2.74], [-0.87, 2.79, 2.49], [-1.39, 1.53, 3.62], [-0.31, 1.13, 2.28]], "lowdin_charge": [-0.10, -0.23, 0.10, 0.10, -0.21, -0.18, -0.20, -0.24, -0.11, 0.07, 0.07, 0.07, 0.09, 0.10, 0.13, 0.11, -0.17, 0.12, 0.12, -0.15, 0.07, -0.12, -0.09, -0.06, -0.10, 0.11, 0.14, -0.10, -0.04, -0.54, 0.09, -0.01, -0.22, -0.06, 0.08, 0.08, 0.08, 0.12, 0.12, -0.09, 0.13, -0.11, 0.12, 0.13, 0.14, 0.13, 0.14, -0.29, 0.08, -0.29, 0.09, 0.13, 0.11, 0.12, 0.11, 0.13, 0.07, 0.07, 0.05]}

***

{"formula": "C19H33Al2Cl2F4N6O9", "method": "ωB97M-V/def2-TZVPD", "total_energy_ev": -96682.9997, "homo_lumo_gap_ev": 1.16, "max_force_ev_per_a": 6.82, "total_charge": 1, "symbols": ["C", "C", "C", "C", "N", "C", "C", "N", "C", "C", "N", "O", "C", "N", "H", "H", "H", "H", "H", "H", "H", "H", "H", "H", "H", "H", "Al", "Cl", "F", "C", "C", "C", "O", "C", "N", "H", "H", "H", "H", "H", "H", "H", "H", "H", "H", "H", "Cl", "Al", "C", "O", "O", "O", "H", "C", "N", "O", "O", "H", "H", "H", "C", "C", "O", "C", "O", "C", "F", "F", "F", "H", "H", "H", "H", "H", "H"], "xyz": [[2.10, -3.15, 0.11], [2.01, -1.69, 0.78], [1.24, -0.73, -0.29], [0.04, 0.15, 0.37], [-1.27, -0.03, -0.35], [-2.25, -0.79, 0.49], [-2.79, 0.11, 1.70], [-2.96, 0.96, 2.55], [-3.50, -1.19, -0.49], [-3.06, -2.60, -1.16], [-2.77, -3.73, -1.49], [-1.55, -2.03, 0.90], [-2.13, -2.38, 2.18], [-2.20, -2.94, 3.27], [3.01, -3.72, 0.57], [2.22, -3.11, -1.04], [1.11, -3.70, 0.35], [3.08, -1.26, 0.91], [1.48, -1.69, 1.82], [2.01, 0.02, -0.72], [0.86, -1.39, -1.16], [-0.04, 0.01, 1.51], [0.33, 1.27, 0.22], [-1.15, -0.53, -1.25], [-4.48, -1.34, 0.08], [-3.63, -0.45, -1.38], [-4.68, -1.98, 3.02], [4.56, -4.46, -0.20], [-5.73, -3.20, 0.75], [8.22, 1.06, 1.66], [6.79, 1.31, 1.18], [5.72, 0.62, 2.05], [5.59, -0.78, 1.83], [6.54, -1.57, 2.53], [6.68, 0.89, -0.23], [8.57, 0.06, 1.43], [8.90, 1.76, 1.18], [8.29, 1.21, 2.74], [6.61, 2.39, 1.23], [4.74, 1.05, 1.78], [5.87, 0.84, 3.11], [6.80, -1.15, 3.51], [7.44, -1.70, 1.93], [6.11, -2.56, 2.69], [5.76, 1.14, -0.58], [6.68, -0.13, -0.24], [-3.01, 1.19, -2.16], [-2.44, -4.38, 0.79], [-7.94, -6.42, -0.35], [-8.59, -5.54, -0.96], [-6.77, -5.96, 0.10], [-8.22, -7.61, -0.12], [-6.94, -5.06, -0.27], [-1.58, -0.29, 5.93], [-0.40, 0.48, 6.42], [0.54, 0.61, 5.65], [-0.47, 0.91, 7.56], [-1.39, -0.61, 4.91], [-1.71, -1.15, 6.58], [-2.44, 0.38, 5.96], [-3.14, 6.52, -4.48], [-4.18, 5.73, -5.25], [-3.65, 5.03, -6.37], [-3.03, 3.75, -6.18], [-3.83, 2.94, -5.52], [-1.58, 3.83, -5.56], [-0.91, 4.88, -6.08], [-0.86, 2.74, -5.87], [-1.54, 3.97, -4.23], [-2.41, 6.99, -5.16], [-3.62, 7.30, -3.88], [-2.58, 5.88, -3.79], [-4.89, 6.45, -5.67], [-4.76, 5.08, -4.59], [-2.80, 3.48, -7.23]], "lowdin_charge": [-0.17, -0.20, -0.15, -0.16, -0.04, -0.42, -0.14, 0.23, -0.09, -0.13, 0.11, -0.14, -0.52, 0.18, -0.08, 0.09, 0.08, 0.11, 0.12, 0.13, 0.11, 0.13, 0.14, 0.09, 0.10, -0.06, 0.93, 0.19, -0.65, -0.07, -0.43, -0.20, -0.22, -0.10, 0.04, 0.07, 0.08, 0.08, 0.14, 0.11, 0.12, 0.09, 0.08, 0.08, 0.06, 0.07, 0.13, 0.98, -0.74, 0.18, 0.12, 0.21, 0.10, 0.02, -0.44, 0.05, 0.08, 0.06, 0.10, 0.10, -0.06, -0.22, -0.04, -0.33, 0.20, -0.50, 0.18, 0.17, 0.16, 0.09, 0.09, 0.06, 0.13, 0.13, 0.23]}